Molecular formula: C44H127BrN11O14Sn
Method: DFT, ωB97M-V/def2-TZVPD

F_max in eV Å⁻¹: 4.4
Total energy in eV: -168607.0003
Gap between HOMO and LUMO in eV: 8.37

The geometry in ORCA input format:
```
! wB97M-V def2-TZVPD RIJCOSX def2/J DEFGRID3
* xyz 1 1
Sn 0.598 1.406 1.766
Br 1.038 -1.070 0.114
C 1.320 5.776 -2.385
C 0.403 6.160 -1.176
C -0.896 5.398 -1.005
O -0.741 4.011 -1.258
C -1.724 3.268 -0.632
N 1.227 5.925 -0.001
H 2.306 6.229 -2.391
H 0.857 6.148 -3.370
H 1.361 4.671 -2.461
H 0.132 7.215 -1.308
H -1.682 5.818 -1.573
H -1.214 5.589 0.032
H -1.893 3.642 0.361
H -1.278 2.271 -0.678
H -2.670 3.261 -1.128
H 0.940 6.186 0.924
H 2.155 6.335 -0.103
C -6.795 1.372 1.879
C -5.589 1.014 0.918
C -5.970 0.000 -0.163
O -6.388 -1.337 0.094
C -7.630 -1.462 0.778
N -4.987 2.227 0.286
H -7.214 0.424 2.324
H -7.636 1.898 1.502
H -6.259 1.862 2.699
H -4.817 0.515 1.567
H -5.028 -0.041 -0.786
H -6.735 0.434 -0.774
H -7.994 -2.480 0.665
H -8.435 -0.871 0.397
H -7.491 -1.396 1.922
H -4.664 1.907 -0.633
H -5.697 2.904 0.063
C -3.753 -0.185 -4.855
C -4.533 1.003 -4.289
C -6.029 0.693 -4.093
O -6.675 0.644 -5.266
C -8.029 0.261 -5.372
N -4.007 1.472 -3.056
H -2.757 0.129 -5.134
H -4.259 -0.704 -5.652
H -3.578 -0.894 -3.994
H -4.451 1.854 -4.987
H -6.474 1.469 -3.409
H -6.131 -0.230 -3.411
H -8.062 -0.853 -5.138
H -8.346 0.515 -6.309
H -8.588 0.873 -4.640
H -3.231 2.105 -3.223
H -3.500 0.730 -2.538
C -3.653 -1.194 4.315
C -3.143 -1.802 3.027
C -4.182 -2.730 2.359
O -3.410 -3.669 1.636
C -4.271 -4.571 0.921
N -2.469 -0.844 2.091
H -3.661 -1.962 5.045
H -4.609 -0.767 4.253
H -2.893 -0.485 4.800
H -2.290 -2.357 3.399
H -4.884 -2.163 1.718
H -4.734 -3.263 3.138
H -4.990 -4.070 0.327
H -4.822 -5.166 1.629
H -3.657 -5.186 0.283
H -3.204 -0.411 1.535
H -2.041 -1.478 1.447
C 0.643 -4.855 3.643
C 0.666 -4.184 2.232
C 1.826 -4.586 1.408
O 3.031 -4.475 2.138
C 4.049 -5.006 1.297
N -0.498 -4.318 1.349
H -0.320 -5.044 4.125
H 1.212 -4.360 4.431
H 1.114 -5.803 3.560
H 0.700 -3.122 2.484
H 1.857 -3.970 0.490
H 1.696 -5.638 1.080
H 4.099 -4.432 0.359
H 3.835 -6.016 1.085
H 4.976 -4.959 1.879
H -0.720 -5.354 1.171
H -1.322 -3.926 1.712
C 0.606 0.968 -6.619
C 1.886 1.382 -5.784
C 2.947 0.335 -5.892
O 2.960 -0.537 -4.750
C 1.774 -1.189 -4.322
N 2.320 2.743 -6.145
H 0.345 -0.006 -6.305
H 0.860 0.910 -7.653
H -0.281 1.575 -6.472
H 1.575 1.408 -4.747
H 3.909 0.742 -5.865
H 2.829 -0.243 -6.763
H 1.254 -1.856 -5.073
H 0.990 -0.440 -4.148
H 1.951 -1.637 -3.374
H 3.044 2.945 -5.483
H 1.674 3.495 -6.060
C -0.084 -5.137 -3.542
C -0.839 -3.857 -3.106
C -2.222 -3.770 -3.828
O -1.892 -3.445 -5.168
C -3.040 -3.338 -5.944
N -1.001 -3.649 -1.662
H 0.725 -5.251 -2.823
H 0.194 -5.022 -4.564
H -0.898 -5.920 -3.440
H -0.175 -3.024 -3.393
H -2.793 -2.907 -3.419
H -2.765 -4.736 -3.689
H -3.813 -2.706 -5.551
H -3.536 -4.317 -5.997
H -2.735 -3.031 -6.944
H -1.264 -4.511 -1.144
H -0.231 -3.260 -1.110
C 7.543 -1.095 1.859
C 6.291 -0.861 0.999
C 6.427 -1.222 -0.482
O 5.323 -0.591 -1.239
C 5.153 -1.215 -2.503
N 5.185 -1.598 1.597
H 7.819 -2.178 1.755
H 7.303 -0.946 2.906
H 8.477 -0.565 1.607
H 6.070 0.203 0.924
H 6.438 -2.253 -0.652
H 7.333 -0.812 -0.797
H 4.788 -2.240 -2.431
H 6.002 -1.117 -3.173
H 4.388 -0.667 -3.033
H 5.503 -2.547 1.599
H 4.388 -1.548 1.045
C 3.108 1.961 -2.315
C 2.917 1.827 -0.733
C 3.870 2.878 -0.065
O 3.701 3.023 1.309
C 4.544 3.969 1.839
N 1.529 2.117 -0.285
H 4.173 2.191 -2.552
H 2.402 2.734 -2.656
H 2.842 1.039 -2.860
H 3.127 0.835 -0.456
H 3.893 3.842 -0.565
H 4.850 2.352 -0.264
H 5.564 3.818 1.444
H 4.488 4.013 2.893
H 4.261 5.031 1.503
H 0.965 1.426 -0.802
H 1.264 3.084 -0.541
C 0.717 5.506 3.831
C 0.755 4.029 3.633
C 0.016 3.302 4.616
O 0.160 1.931 4.434
C -0.594 1.225 5.374
N 0.198 3.675 2.251
H -0.271 5.973 4.000
H 1.137 5.866 2.936
H 1.284 5.754 4.752
H 1.774 3.544 3.608
H -1.097 3.554 4.621
H 0.320 3.635 5.657
H -0.592 0.166 5.111
H -1.610 1.570 5.328
H -0.135 1.411 6.311
H 0.494 4.313 1.557
H -0.817 3.497 2.286
C 6.175 -0.740 6.084
C 5.148 -0.644 4.982
C 3.827 -0.696 5.652
O 2.759 -0.756 4.714
C 2.181 -2.038 4.367
N 5.239 0.652 4.215
H 7.118 -0.432 5.655
H 6.318 -1.610 6.701
H 5.845 0.086 6.783
H 5.209 -1.405 4.239
H 3.610 0.180 6.304
H 3.941 -1.586 6.310
H 1.474 -2.373 5.107
H 3.006 -2.769 4.154
H 1.639 -1.839 3.456
H 5.268 0.387 3.253
H 6.205 1.069 4.430
O 2.392 1.135 3.073
H 2.564 0.342 3.759
H 3.256 1.443 2.787
O -2.072 -0.521 -1.639
H -1.142 -0.645 -1.428
H -2.404 -1.452 -1.542
O -2.528 2.236 2.463
H -3.104 2.205 1.661
H -2.305 1.291 2.595
*
```